{"formula": "C2H2OS2", "method": "the ωB97M-V functional and the def2-TZVPD basis", "e_above_lowest_kcal_mol": 32.35, "multiplicity": 1, "energy_ha": -948.95347, "total_charge": 0, "homo_lumo_gap_ev": [7.154, 7.049], "species": ["C", "C", "O", "S", "S", "H", "H"], "xyz": [[0.79, -0.50, -0.09], [0.08, 0.71, 0.21], [1.96, -0.69, 0.15], [-2.15, -0.82, -0.03], [-1.53, 0.98, -0.05], [0.18, -1.26, -0.62], [0.68, 1.58, 0.44]]}